Entry 1:
C49H58As2N3OP3S4Sc | ωB97M-V/def2-TZVPD

Molecular weight: 1121.01 g mol⁻¹
Charge: +1
Lowest unoccupied orbital energy: -1.861 eV
Multiplicity: 1
Max |F|: 0.6 eV/Å

Positions of all 121 atoms, in Å:
1 Sc 0.06002 0.27278 -0.97524
2 S 2.47181 0.25244 -2.10398
3 P 2.84335 -0.65342 -0.32122
4 C 1.45108 -0.54955 0.63211
5 P 1.21745 0.66305 1.77794
6 S 0.29970 2.26400 0.91869
7 C 0.15714 0.03169 3.11604
8 C -0.09591 -1.33080 3.21118
9 C -0.75582 -1.83792 4.32452
10 C -1.17706 -0.98397 5.33272
11 C -0.94159 0.38308 5.23162
12 C -0.26738 0.88543 4.13189
13 C 2.62318 1.21176 2.78796
14 C 3.27899 0.25240 3.55622
15 C 4.28937 0.63216 4.42188
16 C 4.64589 1.97062 4.52871
17 C 3.99535 2.92661 3.76481
18 C 2.98319 2.54876 2.89271
19 C 4.41584 0.00056 0.30173
20 C 5.28227 -0.82304 1.01553
21 C 6.47992 -0.31956 1.49737
22 C 6.81337 1.00871 1.27449
23 C 5.95002 1.83305 0.56651
24 C 4.75513 1.33044 0.07669
25 C 3.22309 -2.38640 -0.67937
26 C 2.43026 -3.38838 -0.13459
27 C 2.67109 -4.71736 -0.46203
28 C 3.70533 -5.03967 -1.32700
29 C 4.50581 -4.03755 -1.86655
30 C 4.26531 -2.71245 -1.54548
31 H 0.25157 -1.98005 2.41458
32 H -0.93261 -2.90401 4.40669
33 H -1.68138 -1.38052 6.20508
34 H -1.26246 1.04850 6.02271
35 H -0.03115 1.94340 4.07678
36 H 2.99064 -0.79032 3.47794
37 H 4.79939 -0.11489 5.01637
38 H 5.43400 2.26515 5.20966
39 H 4.27537 3.96914 3.84524
40 H 2.47034 3.28980 2.29182
41 H 5.02678 -1.86195 1.18728
42 H 7.15368 -0.96538 2.04560
43 H 7.75028 1.40109 1.64841
44 H 6.21136 2.86859 0.39016
45 H 4.08377 1.96318 -0.49151
46 H 1.61433 -3.11233 0.52259
47 H 2.04758 -5.49693 -0.04322
48 H 3.89454 -6.07459 -1.58211
49 H 5.31638 -4.29270 -2.53685
50 H 4.87927 -1.92607 -1.97000
51 C -3.88029 -0.38272 -2.40708
52 As -2.67394 1.11119 -2.08932
53 C -4.06838 2.47742 -1.84484
54 C -2.13818 1.59146 -3.91612
55 C -2.89603 1.25360 -5.03245
56 C -2.48505 1.61871 -6.30838
57 C -1.31450 2.34246 -6.47803
58 C -0.55443 2.69300 -5.37033
59 C -0.95487 2.31910 -4.09141
60 As 0.12976 2.66082 -2.51205
61 C -0.68707 4.28740 -1.80637
62 C 1.74580 3.44428 -3.25959
63 H -3.32862 -1.22728 -2.80905
64 H -4.69609 -0.09930 -3.07096
65 H -4.29330 -0.66893 -1.44054
66 H -4.50004 2.73747 -2.81065
67 H -3.67416 3.37379 -1.36987
68 H -4.83316 2.05442 -1.19669
69 H -3.82033 0.69972 -4.91777
70 H -3.08401 1.34482 -7.16761
71 H -0.99346 2.63560 -7.46922
72 H 0.36031 3.25415 -5.51472
73 H -0.79338 5.03573 -2.59005
74 H -0.04492 4.66878 -1.01295
75 H -1.66291 4.05821 -1.38176
76 H 1.51612 4.33616 -3.84127
77 H 2.27127 2.71540 -3.87368
78 H 2.39208 3.71505 -2.42545
79 C -1.49324 -2.42031 -4.53706
80 P -0.01683 -1.64164 -3.87107
81 C 1.06863 -2.96589 -3.35210
82 C 0.75340 -0.74197 -5.22172
83 O -0.40617 -0.70753 -2.73886
84 H -1.23749 -3.07298 -5.37234
85 H -2.18052 -1.64749 -4.88183
86 H -1.96439 -3.00838 -3.74819
87 H 1.15319 -3.70507 -4.15016
88 H 0.63962 -3.43242 -2.46393
89 H 2.05379 -2.57096 -3.10951
90 H 0.00091 -0.14378 -5.73795
91 H 1.21519 -1.43709 -5.92396
92 H 1.52132 -0.08751 -4.81014
93 C -4.21471 -1.56800 3.66812
94 C -3.55384 -2.55728 2.77291
95 C -3.66723 -3.91407 2.88374
96 C -2.97318 -4.71290 1.95342
97 N -2.27429 -4.19904 0.95877
98 C -2.19415 -2.86528 0.82987
99 S -1.41961 -2.17395 -0.50329
100 N -2.79346 -2.07272 1.76582
101 C -2.98887 -6.20229 2.07836
102 H -4.77804 -2.07628 4.44665
103 H -4.88212 -0.93068 3.08652
104 H -3.46649 -0.91933 4.12558
105 H -4.26696 -4.35636 3.66474
106 H -2.65598 -1.06164 1.69824
107 H -3.91116 -6.55341 2.53793
108 H -2.15677 -6.51657 2.71270
109 H -2.85599 -6.65918 1.10107
110 S -3.52060 1.02610 1.21788
111 C -3.60156 2.54468 1.94318
112 N -2.46410 3.13021 2.40286
113 C -2.40633 4.35008 2.97642
114 C -3.54000 5.08291 3.14900
115 C -4.75293 4.53691 2.68691
116 C -4.78639 3.30443 2.09461
117 H -1.59109 2.64220 2.17766
118 H -1.42050 4.68735 3.26409
119 H -3.49756 6.05599 3.61289
120 H -5.66971 5.10119 2.79884
121 H -5.70985 2.87288 1.73843

Mulliken atomic charge list, values in e, 99 entries:
1. Sc 0.136
2. S -0.577
3. P 2.661
4. C -1.475
5. P 1.528
6. S -0.959
7. C 0.333
8. C -0.393
9. C -0.326
10. C -1.066
11. C -0.670
12. C -0.651
13. C 0.628
14. C -0.527
15. C -0.756
16. C -0.545
17. C -0.699
18. C -0.290
19. C 0.357
20. C -0.450
21. C -0.706
22. C -0.592
23. C -0.704
24. C -0.341
25. C -0.034
26. C -0.587
27. C -0.581
28. C -0.565
29. C -0.643
30. C -0.452
31. H 0.466
32. H 0.508
33. H 0.386
34. H 0.445
35. H 0.531
36. H 0.381
37. H 0.446
38. H 0.407
39. H 0.444
40. H 0.353
41. H 0.493
42. H 0.440
43. H 0.410
44. H 0.438
45. H 0.330
46. H 0.425
47. H 0.428
48. H 0.402
49. H 0.426
50. H 0.458
51. C -1.244
52. As 1.117
53. C -1.297
54. C -0.135
55. C -0.645
56. C -0.801
57. C -0.842
58. C -0.465
59. C 0.020
60. As 1.417
61. C -1.120
62. C -1.549
63. H 0.148
64. H 0.535
65. H 0.265
66. H 0.461
67. H 0.244
68. H 0.406
69. H 0.325
70. H 0.420
71. H 0.414
72. H 0.347
73. H 0.390
74. H 0.437
75. H 0.128
76. H 0.506
77. H 0.411
78. H 0.342
79. C -1.221
80. P 1.604
81. C -0.833
82. C -0.879
83. O -0.120
84. H 0.525
85. H 0.261
86. H 0.294
87. H 0.611
88. H 0.249
89. H 0.106
90. H 0.207
91. H 0.536
92. H 0.165
93. C -1.134
94. C 1.092
95. C -1.269
96. C 0.845
97. N -0.512
98. C -0.501
99. S -0.021


Entry 2:
C17H25BrN2OS | ωB97M-V/def2-TZVPD

SMILES string: CC(C)CN1CCC(=O)N(CCSc2ccc(Br)cc2)CC1
Molecular weight: 385.37 g mol⁻¹
Lowest unoccupied orbital energy: 0.633 eV
Multiplicity: 1
Max |F|: 0.6 eV/Å

Positions of all 47 atoms, in Å:
1 C -4.55784 -1.15659 -0.55194
2 C -3.22054 -1.55659 0.06488
3 C -2.97626 -3.05536 -0.07830
4 C -2.08586 -0.77325 -0.60600
5 N -0.78755 -1.07389 -0.01509
6 C -0.57329 -0.30859 1.19931
7 C 0.57432 -0.84643 2.05578
8 C 1.93634 -0.33472 1.63698
9 O 2.59983 0.38609 2.35758
10 N 2.37524 -0.73110 0.41590
11 C 3.72560 -0.40404 0.01240
12 C 3.81472 0.62070 -1.11895
13 S 3.82455 2.34685 -0.51013
14 C 2.08983 2.65306 -0.27681
15 C 1.21549 2.59667 -1.35429
16 C -0.12792 2.86771 -1.17094
17 C -0.57965 3.20404 0.09473
18 Br -2.44168 3.51908 0.35885
19 C 0.28782 3.28784 1.17235
20 C 1.62970 3.01249 0.98226
21 C 1.59248 -1.57994 -0.45417
22 C 0.30215 -0.92195 -0.95673
23 H -4.73570 -0.09087 -0.42654
24 H -4.56976 -1.38482 -1.61583
25 H -5.37113 -1.69894 -0.07617
26 H -3.24633 -1.30976 1.13041
27 H -3.01175 -3.34632 -1.12603
28 H -1.99682 -3.30803 0.31790
29 H -3.73236 -3.61984 0.46179
30 H -2.05830 -1.06154 -1.65967
31 H -2.30572 0.30579 -0.56180
32 H -1.49020 -0.36852 1.78721
33 H -0.38538 0.75571 0.97677
34 H 0.55808 -1.93719 2.03675
35 H 0.43037 -0.51580 3.08552
36 H 4.23387 -0.00949 0.89673
37 H 4.22863 -1.32599 -0.30256
38 H 3.00225 0.50552 -1.83434
39 H 4.76705 0.51544 -1.63713
40 H 1.58304 2.35294 -2.34060
41 H -0.81637 2.81782 -2.00101
42 H -0.08256 3.55007 2.15133
43 H 2.31793 3.04780 1.81105
44 H 2.21794 -1.82691 -1.31403
45 H 1.32873 -2.51488 0.05228
46 H 0.01110 -1.42392 -1.88288
47 H 0.50587 0.13961 -1.18681

What are the natural (NBO) partial charges on each atom? They are as follows, in elementary charge units:
1. C -0.602
2. C -0.220
3. C -0.609
4. C -0.210
5. N -0.461
6. C -0.221
7. C -0.505
8. C 0.698
9. O -0.636
10. N -0.456
11. C -0.239
12. C -0.525
13. S 0.236
14. C -0.198
15. C -0.160
16. C -0.269
17. C -0.080
18. Br 0.051
19. C -0.236
20. C -0.194
21. C -0.228
22. C -0.218
23. H 0.209
24. H 0.199
25. H 0.210
26. H 0.192
27. H 0.196
28. H 0.222
29. H 0.206
30. H 0.192
31. H 0.179
32. H 0.208
33. H 0.184
34. H 0.224
35. H 0.241
36. H 0.256
37. H 0.191
38. H 0.213
39. H 0.231
40. H 0.216
41. H 0.231
42. H 0.234
43. H 0.248
44. H 0.211
45. H 0.209
46. H 0.201
47. H 0.177


Entry 3:
C18H38N3OPSSiSn | ωB97M-V/def2-TZVPD

Molecular weight: 522.36 g mol⁻¹
Lowest unoccupied orbital energy (spin up / spin down): 0.118 / 0.118 eV
Multiplicity: 1
Max |F|: 4.2 eV/Å

Positions of all 64 atoms, in Å:
1 Sn 0.29060 0.06792 0.01137
2 Si 2.77956 0.16102 -0.75902
3 P -0.56465 0.48772 -2.49080
4 N -0.35659 -1.87761 -0.27034
5 H -0.25667 3.03142 2.04166
6 C -2.33225 0.78402 -2.84307
7 H -2.48973 0.93295 -3.92358
8 H -2.68406 1.67481 -2.30032
9 H -2.92377 -0.08174 -2.50918
10 C 0.29624 1.95071 -3.16662
11 H -0.05398 2.11202 -4.19731
12 H 1.38513 1.80494 -3.16910
13 H 0.06169 2.84064 -2.56189
14 C -0.09499 -0.93058 -3.54171
15 H -0.24780 -0.67149 -4.60042
16 H -0.72157 -1.79474 -3.27633
17 H 0.95493 -1.20541 -3.37531
18 C 3.14706 1.98499 -0.41958
19 H 2.85574 2.32137 0.58752
20 H 2.69420 2.65153 -1.16666
21 H 4.24388 2.03414 -0.50364
22 H 3.71863 -0.71812 0.00738
23 H 2.78202 -0.21649 -2.21106
24 C -0.07461 -3.14405 -0.48260
25 C -1.10977 -5.40254 -0.43652
26 C -1.17532 -4.03259 -0.22417
27 C 1.14643 -3.80184 -0.96812
28 C 1.18161 -5.18247 -1.16969
29 C 0.06643 -5.99478 -0.90933
30 H -1.99198 -6.00991 -0.23388
31 H -2.08709 -3.55644 0.13780
32 H 2.02502 -3.18722 -1.17555
33 H 2.08174 -5.66245 -1.54170
34 H 0.11255 -7.07479 -1.07549
35 C -0.81716 3.05197 1.08822
36 O -0.69271 1.77599 0.48900
37 C -2.30047 3.22010 1.42425
38 H -2.65525 4.25551 1.32348
39 H -2.47780 2.91925 2.46690
40 H -2.91159 2.57710 0.77463
41 C -0.24477 4.19769 0.24847
42 H -0.99644 4.56328 -0.47245
43 H 0.66908 3.90637 -0.28834
44 H 0.01342 5.05638 0.88952
45 C 0.12030 2.06834 6.20525
46 C -0.60713 1.66635 4.93778
47 N 0.38991 1.14473 3.97813
48 C 0.39382 -0.04541 3.35699
49 S 1.64358 -0.37697 2.22178
50 N -0.47863 -1.02035 3.72329
51 C -0.58866 -1.49609 5.13368
52 C -2.02892 -1.87009 5.40782
53 H 0.65439 1.21107 6.63630
54 H -0.58384 2.45178 6.95089
55 H 0.85177 2.84695 5.96886
56 H -1.36633 0.90633 5.11146
57 H -1.10223 2.52245 4.44987
58 H 1.05541 1.82362 3.62317
59 H -0.41443 -1.84400 3.11184
60 H 0.07983 -2.36737 5.21842
61 H -0.22997 -0.72206 5.81488
62 H -2.31192 -2.72636 4.79161
63 H -2.16492 -2.14452 6.45936
64 H -2.69918 -1.03218 5.18630

What are the natural (NBO) partial charges on each atom? They are as follows, in elementary charge units:
1. Sn 1.520
2. Si 0.587
3. P 0.989
4. N -1.166
5. H 0.126
6. C -0.945
7. H 0.228
8. H 0.248
9. H 0.261
10. C -0.960
11. H 0.230
12. H 0.249
13. H 0.250
14. C -0.948
15. H 0.225
16. H 0.278
17. H 0.261
18. C -1.105
19. H 0.242
20. H 0.232
21. H 0.232
22. H -0.126
23. H -0.165
24. C 0.179
25. C -0.227
26. C -0.245
27. C -0.343
28. C -0.190
29. C -0.329
30. H 0.194
31. H 0.192
32. H 0.188
33. H 0.195
34. H 0.197
35. C 0.134
36. O -0.961
37. C -0.625
38. H 0.204
39. H 0.198
40. H 0.229
41. C -0.631
42. H 0.202
43. H 0.215
44. H 0.211
45. C -0.614
46. C -0.227
47. N -0.572
48. C 0.379
49. S -0.219
50. N -0.629
51. C -0.214
52. C -0.616
53. H 0.213
54. H 0.223
55. H 0.212
56. H 0.215
57. H 0.209
58. H 0.421
59. H 0.430
60. H 0.209
61. H 0.195
62. H 0.223
63. H 0.217
64. H 0.211


Entry 4:
C5H7NO | ωB97M-V/def2-TZVPD

SMILES string: C=NC=O.C=C=C
Molecular weight: 97.12 g mol⁻¹
Lowest unoccupied orbital energy: 0.078 eV
Multiplicity: 1
Max |F|: 0.4 eV/Å

Positions of all 14 atoms, in Å:
1 C -1.28530 -0.80059 1.01766
2 N -1.64016 0.27781 0.44172
3 C -1.60704 0.22398 -0.98194
4 O -1.70887 -0.77465 -1.64725
5 H -1.04380 -1.71311 0.47163
6 H -1.21537 -0.82916 2.10337
7 H -1.47845 1.21992 -1.44024
8 C 1.72927 -0.91706 0.62312
9 C 1.48889 0.36196 0.51527
10 C 1.13881 1.61168 0.40896
11 H 2.00537 -1.36408 1.57467
12 H 1.62334 -1.57479 -0.23574
13 H 0.10501 1.88611 0.60772
14 H 1.83602 2.39728 0.15175

What are the natural (NBO) partial charges on each atom? They are as follows, in elementary charge units:
1. C 0.043
2. N -0.530
3. C 0.529
4. O -0.537
5. H 0.176
6. H 0.180
7. H 0.124
8. C -0.520
9. C 0.115
10. C -0.511
11. H 0.227
12. H 0.231
13. H 0.243
14. H 0.231


Entry 5:
C2H2Cl3NS | ωB97M-V/def2-TZVPD

SMILES string: C#[N+][S-].ClC(Cl)Cl
Molecular weight: 178.47 g mol⁻¹
Lowest unoccupied orbital energy: -0.209 eV
Multiplicity: 1
Max |F|: 8.5 eV/Å

Positions of all 9 atoms, in Å:
1 C 0.32196 0.29675 1.53151
2 N 0.20009 0.93266 0.49772
3 S 0.17758 1.50805 -0.93727
4 H -0.12048 -0.37117 2.13072
5 Cl -4.22658 0.96552 1.33459
6 C -3.30818 0.46357 -0.06965
7 Cl -2.22710 -0.90206 0.39580
8 Cl -4.22165 0.08745 -1.48878
9 H -2.68307 1.22767 -0.42885

What are the natural (NBO) partial charges on each atom? They are as follows, in elementary charge units:
1. C 0.104
2. N -0.426
3. S 0.100
4. H 0.228
5. Cl 0.035
6. C -0.280
7. Cl -0.030
8. Cl 0.043
9. H 0.226


Entry 6:
C4H12N2O2 | ωB97M-V/def2-TZVPD

Molecular weight: 120.15 g mol⁻¹
Lowest unoccupied orbital energy: -3.613 eV
Multiplicity: 1
Max |F|: 3.0 eV/Å

Positions of all 20 atoms, in Å:
1 C -0.80025 -0.67940 0.71878
2 N 2.04810 -0.38006 0.99575
3 C 2.31814 0.98985 1.30381
4 O 1.63977 1.86337 0.37259
5 C -1.22809 -1.11635 -0.65981
6 C -2.12152 -1.43106 0.54959
7 O 0.25102 1.49108 -2.19172
8 N -1.74786 -0.14888 -1.47425
9 H -0.63439 0.36252 0.95799
10 H -0.06327 -1.34277 1.16338
11 H 2.77595 -0.88825 1.50176
12 H 1.82535 1.20535 2.26125
13 H 3.36393 1.25868 1.12153
14 H 1.11461 1.28824 -0.18738
15 H -0.68861 -1.90663 -1.17550
16 H -2.08906 -2.44465 0.92222
17 H -3.02208 -0.83873 0.59982
18 H -0.15799 2.31516 -2.48974
19 H -2.25509 -0.49680 -2.28483
20 H -0.52866 0.89934 -2.00523

What are the natural (NBO) partial charges on each atom? They are as follows, in elementary charge units:
1. C -0.408
2. N -0.546
3. C -0.004
4. O -0.730
5. C -0.086
6. C -0.337
7. O -0.966
8. N -0.608
9. H 0.247
10. H 0.248
11. H 0.319
12. H 0.204
13. H 0.199
14. H 0.494
15. H 0.221
16. H 0.232
17. H 0.236
18. H 0.468
19. H 0.346
20. H 0.471